This record from OMol25 describes 2 unconnected molecules or ions with the total composition C4H12. The level of theory is wB97M-V/def2-TZVPD.

The charge is -1. Its expectation value of S² is 0.750. The frontier orbital gap (spin up / spin down) is 2.82 / 12.31 eV. Its multiplicity is 2.

XYZ file:
```
16
Properties=species:S:1:pos:R:3:mulliken_charge:R:1
C 1.7671 -0.3218 -0.1217 0.368
C 2.2614 1.1354 0.0002 -1.773
H 1.6280 -0.5565 -1.1819 0.418
H 2.4934 -1.0158 0.3044 0.773
H 0.8202 -0.4233 0.3936 -1.241
H 2.9229 1.4127 -0.8242 0.484
H 2.7767 1.3039 0.9483 0.385
H 1.3909 1.7894 -0.0124 0.578
C -2.1814 -0.7442 0.7326 -2.397
C -1.8855 -0.0739 -0.5883 -2.071
H -2.7763 -0.1322 1.4284 0.538
H -2.8188 -1.6267 0.6112 0.565
H -1.2915 -1.0305 1.2956 0.485
H -1.3938 -0.8137 -1.2311 0.439
H -1.2422 0.8072 -0.4667 0.235
H -2.7904 0.3191 -1.0560 1.212
```


This record from OMol25 describes 2 unconnected molecules or ions with the total composition C4H12. The level of theory is wB97M-V/def2-TZVPD.

The charge is 0. The frontier orbital gap is 12.78 eV. The SMILES is CC.CC.

XYZ file:
```
16
Properties=species:S:1:pos:R:3:mulliken_charge:R:1
C 0.9099 1.1170 1.8121 -0.585
C 2.0630 0.3722 1.1325 -0.824
H -0.0700 0.8041 1.4677 0.051
H 0.8815 1.0365 2.8975 0.292
H 1.0312 2.1763 1.5844 0.248
H 2.2959 0.9301 0.2222 0.246
H 2.9521 0.3913 1.7581 0.301
H 1.8743 -0.6323 0.7644 0.271
C -2.0801 -0.4725 -1.0575 -0.670
C -0.9121 -1.0253 -1.8560 -0.852
H -2.5115 0.4209 -1.5052 0.268
H -2.7669 -1.2608 -0.7992 0.298
H -1.7764 -0.1375 -0.0848 0.111
H -1.1171 -1.0888 -2.9262 0.305
H -0.8262 -2.0705 -1.6560 0.292
H 0.0524 -0.5607 -1.7539 0.247
```


This record from OMol25 describes 2 unconnected molecules or ions with the total composition C4H12. The level of theory is wB97M-V/def2-TZVPD.

The charge is 0. The frontier orbital gap is 12.95 eV. The SMILES is CC.CC.

XYZ file:
```
16
Properties=species:S:1:pos:R:3:mulliken_charge:R:1
C -2.2110 0.0261 0.2394 -0.675
C -2.4418 0.0668 -1.2731 -0.855
H -1.3009 -0.5288 0.4558 0.120
H -2.1413 1.0060 0.6981 0.267
H -3.0335 -0.4912 0.7457 0.308
H -2.0680 -0.8404 -1.7307 0.268
H -1.9531 0.9251 -1.7505 0.260
H -3.4991 0.1547 -1.5322 0.305
C 2.7174 -0.6699 0.7374 -0.825
C 1.9400 0.5722 0.2958 -0.709
H 3.4945 -0.8944 0.0089 0.271
H 3.1913 -0.4825 1.7032 0.264
H 2.0495 -1.5073 0.8993 0.268
H 1.0054 0.6683 0.8490 0.175
H 1.7106 0.5125 -0.7703 0.248
H 2.5401 1.4827 0.4243 0.310
```


- Which value of charge does entry 1 give?
  -1